Density functional theory data (ωB97M-V/def2-TZVPD) for a single C3H4BrNO molecule at a distorted geometry.

Geometry as XYZ:
```
10
C3H4BrNO | the Open Molecules 2025 dataset | ωB97M-V/def2-TZVPD
Br 0.290 -0.093 -2.609
O 1.216 -1.073 -0.164
N -0.151 0.657 0.950
C -1.042 1.158 0.212
C 0.729 -0.325 0.887
C 1.280 -1.212 -1.425
H 1.340 -2.120 -1.953
H -1.224 0.862 -0.814
H -1.557 1.858 0.802
H 1.256 -0.426 1.816
```

**Calculated total energy**: -76750.9492 eV
**Relative energy (zero: lowest compared OMol25 entry of this formula, charge and spin)**: 105.4 kcal/mol
**Kohn-Sham gap (spin up / spin down)**: 8.104 / 7.468 eV
**HOMO energy (spin up / spin down)**: -8.00 / -7.86 eV